1.
DFT (the ωB97M-V functional and the def2-TZVPD basis) results for 24 unconnected molecules or ions with the total composition C15H76IO31PS in a non-equilibrium geometry.

Output
- total charge = 0
- electronic energy (Eh) = -3986.4814
- 2S+1 = 1
- largest force on an atom (eV/A) = 7.6
- ΔE to the lowest compared entry with this formula, charge and spin (eV) = 7.652

Each line ends with the Mulliken charge.
CARTESIAN COORDINATES (ANGSTROEM)
C1 4.88790 -2.12138 1.57076  -0.193
C2 5.26810 -0.76156 0.73762  -0.459
C3 4.03251 -0.10642 -0.12142  0.013
O1 2.90614 0.38833 0.71000  -0.162
C4 1.87895 -0.65504 0.86054  -0.509
C5 0.37703 -0.10503 1.22141  -0.147
C6 -0.16798 1.10404 0.24812  -1.593
C7 0.09078 0.78127 -1.33368  0.006
C8 1.28400 1.82040 -1.87533  -0.608
C9 2.10230 1.24227 -3.17727  -1.548
I1 0.87986 1.17567 -5.02987  0.073
C10 -1.70656 1.50035 0.64917  1.459
C11 -2.80003 0.28456 0.38122  -0.902
C12 -3.34180 0.17292 -1.15441  -0.321
C13 -2.72398 -1.25394 -1.76347  -0.074
C14 -2.68620 -1.29467 -3.40328  0.099
O2 -1.33907 -1.77582 -3.85217  -0.605
P1 -2.26959 3.19229 -0.13727  0.828
O3 -1.50854 4.36287 0.64923  -0.753
O4 -1.82330 3.35657 -1.81141  -0.444
O5 -3.97968 3.46654 0.08164  -0.527
C15 -1.80061 1.77970 2.29691  -0.460
O6 -0.50240 2.07677 2.91569  -0.636
S1 0.37141 0.57517 2.98566  1.385
O7 -0.29311 -0.45844 3.94890  -0.711
O8 1.83338 0.77570 3.54616  -0.607
H1 4.18831 -2.86344 0.95224  0.142
H2 5.85734 -2.68420 1.97572  0.389
H3 4.26677 -1.85003 2.54746  -0.280
H4 6.09847 -1.07022 -0.05940  0.267
H5 5.76051 0.00945 1.46889  0.309
H6 3.69298 -0.83710 -0.98664  0.165
H7 4.47573 0.84875 -0.67515  -0.015
H8 2.21909 -1.32133 1.79036  -0.035
H9 1.80524 -1.40183 -0.05330  0.469
H10 -0.33603 -1.05966 1.23638  0.206
H11 0.50178 2.05777 0.50813  0.711
H12 0.50292 -0.30520 -1.55388  0.243
H13 -0.81979 0.96085 -2.04440  0.427
H14 0.70302 2.78961 -2.25750  0.054
H15 2.03875 2.12775 -1.03566  0.791
H16 2.96061 2.02296 -3.40674  0.426
H17 2.52526 0.18972 -2.87565  0.503
H18 -2.44318 -0.76435 0.76330  0.126
H19 -3.74533 0.56683 1.05327  0.544
H20 -4.52230 0.01152 -1.14036  0.259
H21 -2.99207 1.01448 -1.88509  0.250
H22 -1.65232 -1.44122 -1.27389  -0.149
H23 -3.41349 -2.12320 -1.37076  0.394
H24 -3.44577 -2.13941 -3.74373  -0.183
H25 -2.96814 -0.28524 -3.92711  0.202
H26 -0.61599 -1.27828 -3.36307  0.324
H27 -2.38789 4.11616 -2.19387  0.364
H28 -4.15937 4.22908 0.72594  0.353
H29 -2.40184 0.90039 2.82704  0.098
H30 -2.47706 2.74870 2.46663  0.227
O9 5.40666 -3.48332 -1.05520  -0.592
H31 6.17470 -3.84969 -0.59179  0.309
H32 4.85173 -4.25676 -1.23634  0.279
O10 -1.47723 7.23980 -0.01447  -0.622
H33 -2.26873 7.58436 0.42561  0.325
H34 -1.42094 6.32168 0.29028  0.396
O11 3.31663 -1.84165 4.24743  -0.519
H35 2.60774 -2.44733 4.51106  0.190
H36 3.30872 -1.15874 4.93486  0.203
O12 -4.11146 -0.87868 3.78955  -0.627
H37 -3.15724 -0.98404 3.65830  0.315
H38 -4.19821 -0.69116 4.73628  0.312
O13 -3.59334 -4.53900 -1.36213  -0.571
H39 -2.82530 -4.90537 -0.89872  0.305
H40 -4.14827 -5.31245 -1.54327  0.265
O14 -0.31842 -5.58927 -1.38067  -0.642
H41 -0.33778 -4.83361 -1.98686  0.308
H42 -0.01071 -6.32407 -1.93236  0.319
O15 2.42144 4.67466 -1.54090  -0.599
H43 2.64774 4.89373 -0.62457  0.301
H44 1.46391 4.52790 -1.51684  0.322
O16 5.80976 -0.43660 5.41201  -0.675
H45 5.28709 0.33483 5.67765  0.312
H46 5.33624 -0.78636 4.64231  0.332
O17 0.90666 -8.52985 -1.75010  -0.593
H47 1.67470 -8.89622 -1.28669  0.307
H48 0.35173 -9.30330 -1.93124  0.294
O18 -4.70322 6.14859 -1.70398  -0.619
H49 -3.91201 6.64487 -1.44601  0.330
H50 -4.65168 5.33620 -1.17828  0.334
O19 -2.86429 9.24533 -2.27549  -0.647
H51 -2.11486 9.82122 -2.48898  0.297
H52 -2.53051 8.68197 -1.56120  0.342
O20 -6.01499 4.88855 1.73206  -0.588
H53 -6.74879 4.81572 1.10349  0.302
H54 -6.44588 4.85775 2.59945  0.281
O21 4.46587 2.47652 -1.70616  -0.653
H55 4.63193 3.17434 -1.05475  0.254
H56 4.25584 2.96032 -2.51906  0.307
O22 3.49496 -4.42003 3.12760  -0.532
H57 3.72125 -4.20096 4.04393  0.235
H58 2.53742 -4.56678 3.15166  0.310
O23 -5.51982 -3.66394 -4.44384  -0.623
H59 -4.75178 -4.03031 -3.98043  0.284
H60 -6.07476 -4.43739 -4.62499  0.301
O24 4.69496 0.46766 -5.52757  -0.618
H61 4.92125 0.68673 -4.61124  0.333
H62 3.73742 0.32090 -5.50351  0.281
O25 2.09236 -6.98774 2.37158  -0.678
H63 1.28584 -6.91758 1.83916  0.334
H64 2.77542 -6.58286 1.81616  0.306
O26 -1.76983 2.51149 5.47039  -0.677
H65 -1.59751 1.63546 5.84686  0.309
H66 -1.27903 2.50786 4.63488  0.462
O27 -6.31673 0.38407 -2.71824  -0.578
H67 -6.83939 1.15551 -2.45259  0.283
H68 -6.79024 0.03432 -3.48794  0.287
O28 -2.22031 7.33055 2.86546  -0.606
H69 -1.42910 7.82684 3.12342  0.309
H70 -2.16877 6.51816 3.39115  0.312
O29 1.60435 -9.36616 1.14511  -0.584
H71 1.83065 -9.14710 2.06144  0.318
H72 0.64682 -9.51292 1.16917  0.302
O30 2.20435 -1.84600 6.54511  -0.548
H73 2.43065 -1.62693 7.46144  0.256
H74 1.24682 -1.99275 6.56917  0.272
O31 0.47145 -0.14518 -8.29522  -0.631
H75 1.42567 -0.25054 -8.42647  0.333
H76 0.38470 0.04234 -7.34849  0.166

Cartesian forces (eV/Å) of the 3 atoms listed first:
-0.803 0.252 0.879
0.244 -1.074 -0.442
1.888 0.678 -0.525



2.
DFT (the ωB97M-V functional and the def2-TZVPD basis) results for a molecular structure, C15H9AuCl2I2N3O5.

Output
- total charge = +1
- electronic energy (Eh) = -2768.7504
- 2S+1 = 1
- largest force on an atom (eV/A) = 0.9
- ΔE to the lowest compared entry with this formula, charge and spin (eV) = 0.000

Each line ends with the Mulliken charge.
CARTESIAN COORDINATES (ANGSTROEM)
Au1 -1.00649 -0.79780 -0.96053  1.040
C1 2.76478 -0.04376 -1.08052  -1.106
C2 2.17165 -1.39066 -0.85642  0.289
N1 0.88658 -1.69151 -0.81976  -0.614
C3 0.75445 -3.04077 -0.58005  0.402
C4 1.98900 -3.57856 -0.46817  0.276
N2 2.85697 -2.53068 -0.64948  -0.015
C5 2.56093 -4.93272 -0.21482  0.498
O1 1.70612 -5.92333 -0.04430  -0.496
O2 3.75498 -5.04114 -0.17696  -0.553
C6 -0.59363 -3.59309 -0.44950  0.803
O3 -0.81039 -4.75657 -0.22153  -0.718
O4 -1.56662 -2.68730 -0.59061  -0.436
H1 1.97985 0.66205 -1.34693  0.122
H2 3.49961 -0.07710 -1.88465  0.404
H3 3.26928 0.30510 -0.17878  0.329
H4 3.86186 -2.65167 -0.60658  0.251
H5 0.77512 -5.61284 -0.08759  0.419
Cl1 -0.59939 3.50809 -3.20569  -0.189
C7 -0.84411 3.36086 -1.50578  0.344
C8 -0.96264 4.51984 -0.71013  -0.593
C9 -1.16096 4.43085 0.63052  0.580
Cl2 -1.30083 5.87965 1.57204  -0.226
C10 -1.27220 3.16712 1.24936  0.304
C11 -1.58028 2.94751 2.61170  -0.742
C12 -1.68728 1.67245 3.08547  -0.714
C13 -1.47938 0.59278 2.20356  -0.576
N3 -1.21006 0.77615 0.92929  0.050
C14 -1.10322 2.03234 0.44497  0.472
C15 -0.85622 2.11662 -0.94936  0.038
O5 -0.62818 1.02000 -1.71036  -0.864
H6 -0.89070 5.49131 -1.18182  0.478
H7 -1.73669 3.79538 3.26607  0.439
H8 -1.93948 1.48117 4.11949  0.423
H9 -1.53821 -0.43479 2.54903  0.454
I1 -3.68594 -0.71702 -1.40857  0.328
I2 -4.37829 1.74204 -0.77264  0.098

Cartesian forces (eV/Å) of the 3 atoms listed first:
-0.545 -0.281 -0.545
-0.051 -0.125 0.017
0.253 0.211 -0.093



3.
DFT (the ωB97M-V functional and the def2-TZVPD basis) results for a molecular structure, C15H9Cl2LiO2 in a non-equilibrium geometry.

Output
- total charge = 0
- electronic energy (Eh) = -1655.3610
- 2S+1 = 1
- largest force on an atom (eV/A) = 3.1
- ΔE to the lowest compared entry with this formula, charge and spin (eV) = 0.000

Each line ends with the Mulliken charge.
CARTESIAN COORDINATES (ANGSTROEM)
Cl1 -1.24233 -0.13375 -3.31015  -0.322
C1 -0.13541 0.86133 -2.33949  0.309
C2 1.08715 1.21722 -2.79586  -0.413
C3 2.01918 2.04799 -1.99386  0.151
O1 3.07853 2.48100 -2.49022  -0.811
C4 1.63410 2.27839 -0.62077  -0.291
Cl2 2.69759 3.16093 0.34977  -0.203
C5 0.45785 1.61787 0.02757  0.592
C6 -0.58464 1.18079 -0.99950  0.144
O2 -1.77143 1.02675 -0.64063  -0.961
H1 1.38748 0.93679 -3.80103  0.429
H2 -0.04434 2.38733 0.64270  0.513
C7 -0.16627 -0.09347 2.93067  -0.856
Li1 -2.67471 -0.48229 -1.37919  0.823
C8 0.70276 0.79390 2.36766  -0.867
C9 0.93407 0.46597 0.88854  0.517
C10 0.11214 -0.81296 0.73605  -0.250
C11 -0.60031 -1.05603 1.91684  0.129
C12 -1.61042 -2.02542 1.90564  -0.507
C13 -1.81725 -2.77614 0.75034  -0.544
C14 -0.96717 -2.64855 -0.36017  -0.885
C15 0.03911 -1.67319 -0.35172  0.138
H3 -0.54390 -0.11796 3.95151  0.442
H4 1.15896 1.67963 2.81852  0.460
H5 1.99148 0.25378 0.65805  0.598
H6 -2.22712 -2.14696 2.79672  0.413
H7 -2.62877 -3.50571 0.71427  0.409
H8 -1.06114 -3.31869 -1.21833  0.382
H9 0.77481 -1.59856 -1.15393  0.461

Cartesian forces (eV/Å) of the 3 atoms listed first:
0.062 0.230 0.049
0.024 -0.142 0.610
-0.301 0.250 0.461



Quick rundown of LUMO energy, same order as above: -0.27, -6.08, -0.97 eV